Entry 1:
{
  "formula": "C20H25BO4S2",
  "method": "ωB97M-V with the def2-TZVPD basis set",
  "elements": ["C", "C", "C", "C", "C", "B", "O", "C", "C", "C", "C", "O", "C", "O", "O", "H", "H", "H", "H", "H", "H", "H", "H", "H", "H", "H", "H", "H", "H", "C", "C", "C", "C", "C", "S", "C", "C", "C", "S", "C", "C", "H", "H", "H", "H", "H", "H", "H", "H", "H", "H", "H"],
  "coordinates": [[6.1432, -0.0292, 1.9231], [4.8096, 0.5340, 2.2238], [4.7070, 1.7290, 2.8984], [3.3856, 2.1880, 2.7220], [2.5592, 1.2769, 1.9448], [2.9242, -0.0986, -2.8615], [3.2355, -0.3096, -1.4906], [1.9171, -0.5515, -0.9275], [0.8645, -0.5831, -2.0822], [-0.5576, -0.8601, -1.6942], [1.3975, -1.6586, -3.1927], [2.6861, -1.1860, -3.7181], [0.9889, 0.8699, -2.6135], [2.2740, 1.1053, -3.2001], [3.5624, 0.1359, 1.8118], [6.9583, 0.7461, 1.9734], [6.3681, -0.7218, 2.7488], [6.2230, -0.5030, 0.9412], [5.5042, 2.2864, 3.3542], [3.1236, 3.1692, 3.1740], [2.0633, -1.5062, -0.4481], [1.7917, 0.2614, -0.2027], [-1.1572, -0.4224, -2.5082], [-0.7186, -1.9460, -1.6567], [-0.7638, 0.7228, -0.0795], [1.5986, -2.6289, -2.6846], [0.6340, -1.7676, -3.9871], [0.2851, 1.0906, -3.3999], [0.9061, 1.5938, -1.7833], [-5.5239, -0.1219, -0.8775], [-4.7946, -1.2961, -1.0838], [-3.3984, -1.3637, -1.0466], [-2.6567, -0.1926, -0.7236], [-1.0790, -0.2935, -0.3633], [-1.1902, 2.0954, 1.2881], [-1.7611, 0.9658, 2.5400], [-2.9042, 0.0554, 2.1462], [-2.4668, -1.3397, 1.7405], [-0.9134, -1.5995, 0.8278], [-3.3786, 1.0260, -0.8416], [-4.8070, 1.0589, -0.7382], [-6.6119, -0.1435, -0.7121], [-5.3574, -2.2223, -1.1785], [-2.9325, -2.3507, -1.2315], [-0.9783, 0.3853, 3.0600], [-2.2788, 1.6825, 3.2255], [-3.6457, -0.0446, 2.9820], [-3.4757, 0.5373, 1.3452], [-2.1975, -1.8906, 2.6529], [-3.2558, -1.8992, 1.2247], [-2.8051, 1.9891, -0.8762], [-5.3014, 2.0252, -0.5451]],
  "forces_ev_per_angstrom": [[0.67, -0.39, -0.05], [-1.64, 0.99, -0.03], [-1.64, 0.79, -0.59], [-0.24, 0.32, 1.17], [3.13, -0.23, 0.41], [-0.84, 0.06, 0.62], [0.29, 0.25, -2.10], [0.49, -0.34, -0.03], [1.82, 0.09, -0.10], [0.50, 0.20, -0.71], [0.09, 0.96, 1.24], [-0.32, 0.15, 0.47], [0.06, 0.37, -0.14], [1.32, -0.73, 0.00], [0.65, 0.52, -0.15], [-1.14, -0.50, -0.03], [0.12, -0.30, -0.48], [-0.18, -0.24, 0.30], [0.19, 0.02, -0.07], [-0.42, -0.94, -0.71], [-0.60, -0.40, 0.52], [-0.64, -0.38, -0.01], [0.06, -0.40, 0.19], [-0.09, 0.30, -0.24], [0.50, -0.16, 0.04], [-0.42, 0.55, -0.30], [0.62, 0.08, 0.19], [-0.64, 0.03, -0.13], [-0.46, -0.35, -0.17], [0.28, 0.16, 0.80], [-0.16, -0.43, -0.04], [-0.19, 0.51, 0.27], [-0.16, 0.27, -0.98], [-3.31, -1.26, -2.51], [0.88, 0.67, 0.96], [-0.79, 0.27, 0.70], [-0.99, -0.19, -0.17], [0.23, -1.31, 1.01], [-0.04, 0.88, 0.82], [0.19, 0.30, 0.59], [1.19, 0.27, -0.78], [0.61, -0.04, -0.32], [0.17, 0.06, -0.23], [-0.13, 0.75, 0.49], [-0.10, 0.68, -0.14], [0.88, -0.18, 0.07], [0.76, -0.07, -0.43], [0.21, -0.28, 0.43], [-0.39, -0.01, 0.01], [0.16, 0.26, 0.34], [-0.77, -1.10, 0.39], [0.27, -0.56, -0.37]],
  "homo_energy_ev": -6.98,
  "relative_energy_ev": 1.492,
  "e_lumo_ev": -3.880,
  "orbital_gap_ev": 3.09,
  "e_tot_ev": -51674.182
}



Entry 2:
{
  "formula": "C3H3FP2",
  "method": "ωB97M-V with the def2-TZVPD basis set",
  "elements": ["C", "P", "C", "P", "C", "F", "H", "H", "H"],
  "coordinates": [[0.2085, 2.1200, -0.4722], [1.2744, 1.1055, 0.3507], [0.6642, -0.4895, 0.0991], [-1.0813, -0.7808, 0.0508], [-2.4739, 0.0649, 0.2179], [-2.2115, 1.4007, 0.1042], [-0.1811, 3.0071, -0.0349], [1.3527, -1.3144, 0.5895], [-1.2330, -2.1640, 0.2513]],
  "forces_ev_per_angstrom": [[0.55, -1.15, 0.57], [-0.32, 0.50, -0.78], [0.94, -1.33, 1.48], [2.95, -2.70, -0.42], [-1.22, 1.72, 0.09], [-0.68, 0.00, 0.20], [-0.18, 1.03, -0.01], [-1.69, 1.50, -1.11], [-0.36, 0.43, -0.05]],
  "homo_energy_ev": [-8.63, -8.80],
  "relative_energy_ev": 6.732,
  "e_lumo_ev": [-1.510, -2.203],
  "orbital_gap_ev": [7.12, 6.60],
  "e_tot_ev": -24445.759
}



Entry 3:
{
  "formula": "C12H18OS",
  "method": "ωB97M-V with the def2-TZVPD basis set",
  "elements": ["C", "C", "C", "C", "C", "C", "C", "O", "C", "C", "S", "C", "C", "C", "H", "H", "H", "H", "H", "H", "H", "H", "H", "H", "H", "H", "H", "H", "H", "H", "H", "H"],
  "coordinates": [[-2.2615, 1.6096, 0.7610], [-1.1226, 1.1012, -0.0371], [-0.4675, 1.7704, -0.9798], [0.7232, 1.0733, -1.5254], [0.6814, -0.3032, -0.7905], [0.6364, -1.3270, -1.8903], [1.8716, -0.7266, -0.0413], [2.2274, -1.8792, 0.0528], [2.6857, 0.3412, 0.6905], [3.8671, -0.0990, 1.3623], [4.1799, 0.7005, -0.1783], [-0.6214, -0.2514, 0.1060], [-1.6133, -1.2602, -0.2044], [-0.2953, -0.2904, 1.7392], [-2.8582, 0.8324, 1.2568], [-2.9863, 2.1025, 0.0582], [-1.9688, 2.4062, 1.4557], [-0.7521, 2.6690, -1.3832], [0.6544, 0.9385, -2.5616], [1.6840, 1.5797, -1.3139], [1.5596, -1.2591, -2.4400], [-0.1732, -1.3544, -2.6750], [0.5765, -2.3753, -1.4339], [2.1608, 1.2444, 1.1141], [4.2930, 0.3322, 2.2503], [4.1235, -1.0766, 1.4786], [-2.6218, -1.0722, 0.4030], [-1.5544, -2.4023, -0.0652], [-1.9374, -1.1552, -1.3127], [-0.1273, 0.7843, 2.0164], [0.4506, -1.0502, 1.8592], [-1.2061, -0.6901, 2.1530]],
  "forces_ev_per_angstrom": [[-1.68, 0.90, -0.79], [-0.35, 1.23, -1.58], [0.45, -1.25, 0.70], [0.81, -0.07, 2.33], [-1.63, 0.20, -1.91], [-1.47, -3.25, -0.77], [1.33, 0.36, 1.96], [-0.04, 0.20, 0.03], [-2.55, 1.06, 0.33], [1.38, 1.10, 1.59], [1.18, 0.64, -1.20], [2.96, -0.41, 3.72], [-5.20, -2.48, -1.44], [-0.74, 0.39, -2.64], [0.45, 0.25, 0.10], [0.54, -0.30, 0.58], [-0.01, -0.41, 0.09], [-0.65, 2.37, -0.53], [0.04, -0.22, -1.60], [-0.50, 0.15, -0.14], [0.46, -0.16, -0.25], [0.49, 0.84, 1.04], [0.28, 1.38, -0.74], [0.37, -1.11, -0.66], [-0.43, 1.18, 0.20], [0.12, -3.03, -0.65], [2.02, -0.07, -1.22], [1.06, 1.80, 0.08], [0.40, -0.15, 1.68], [0.40, -1.47, 0.36], [0.80, 0.12, 0.73], [-0.29, 0.22, 0.58]],
  "homo_energy_ev": -8.76,
  "relative_energy_ev": 0.249,
  "e_lumo_ev": 0.717,
  "orbital_gap_ev": 9.48,
  "e_tot_ev": -25615.938
}



Entry 4:
{
  "formula": "C3H6NO2",
  "method": "ωB97M-V with the def2-TZVPD basis set",
  "elements": ["C", "C", "C", "N", "O", "O", "H", "H", "H", "H", "H", "H"],
  "coordinates": [[0.0857, 0.1394, 0.6453], [0.8246, -1.0835, 0.4976], [0.5034, 1.3992, -0.0485], [-1.8553, -0.3554, -0.5821], [-2.5962, 0.4966, -1.1355], [-2.0919, -1.5895, -0.6085], [1.3697, -1.0285, 1.3791], [0.2213, -1.9960, 0.5754], [1.5558, -1.1470, -0.4032], [1.4518, 1.6131, 0.6248], [-0.1052, 2.2506, 0.2481], [0.6363, 1.3010, -1.1926]],
  "forces_ev_per_angstrom": [[-2.30, 1.64, 0.55], [0.32, -0.63, -3.17], [1.22, -0.89, 0.56], [0.92, -0.09, -0.02], [0.58, -1.70, 0.65], [-0.49, 1.80, -0.36], [1.59, -0.24, 1.77], [-0.06, 0.37, -0.16], [-0.78, -0.18, 0.85], [-0.97, -0.41, -1.73], [-0.40, -0.10, -0.50], [0.36, 0.45, 1.56]],
  "homo_energy_ev": -2.71,
  "relative_energy_ev": 6.931,
  "e_lumo_ev": 4.457,
  "orbital_gap_ev": 7.17,
  "total_charge": -1,
  "e_tot_ev": -8788.285
}



Entry 5:
{
  "formula": "C2H7N",
  "method": "ωB97M-V with the def2-TZVPD basis set",
  "elements": ["C", "C", "H", "H", "H", "H", "N", "H", "H", "H"],
  "coordinates": [[0.7033, -1.5232, 0.6500], [-0.4787, -1.3075, 1.2358], [0.7531, -2.4378, 0.0632], [1.6142, -1.2731, 1.1837], [-1.3385, -1.5554, 0.6181], [-0.5876, -1.0723, 2.2884], [-0.3590, 2.2028, -1.4172], [0.3319, 1.4714, -1.4720], [0.0045, 2.9400, -0.8337], [-0.6431, 2.5552, -2.3162]],
  "forces_ev_per_angstrom": [[0.01, -1.20, 1.83], [0.23, -0.45, -0.75], [0.13, 0.94, -1.42], [0.07, -0.02, -0.01], [-0.27, -0.34, 0.67], [-0.16, 1.08, -0.34], [-0.29, -0.13, 0.54], [0.01, -0.03, -0.30], [-0.01, 0.16, -0.11], [0.27, -0.02, -0.12]],
  "homo_energy_ev": -9.63,
  "relative_energy_ev": 1.514,
  "e_lumo_ev": 1.218,
  "orbital_gap_ev": 10.85,
  "e_tot_ev": -3675.968
}



Entry 6:
{
  "formula": "C12H10BrF3O2Zr",
  "method": "ωB97M-V with the def2-TZVPD basis set",
  "elements": ["C", "C", "C", "H", "C", "C", "H", "H", "H", "H", "Zr", "Br", "C", "C", "C", "H", "C", "C", "H", "H", "H", "H", "F", "C", "F", "F", "C", "O", "O"],
  "coordinates": [[-1.8286, -0.5001, -0.4876], [-1.8192, -1.0040, 0.8781], [-1.9371, 0.1135, 1.7469], [-1.9134, -2.0469, 1.1561], [-1.8663, 1.2878, 0.9912], [-1.7531, 0.9522, -0.4035], [-1.8723, 1.6790, -1.1744], [-2.0348, -1.1215, -1.3567], [-2.1330, 0.0581, 2.8100], [-2.0565, 2.3043, 1.3570], [0.4902, -0.2406, -0.5207], [0.4890, -2.7876, -1.1169], [1.9865, 0.8769, -1.8990], [0.7571, 1.6041, -2.0171], [-0.2104, 0.7287, -2.6479], [0.6099, 2.6466, -1.7590], [0.4064, -0.5125, -2.9164], [1.7801, -0.4416, -2.4808], [2.5529, -1.1952, -2.6415], [2.9396, 1.2527, -1.5267], [-1.2127, 0.9912, -2.9591], [-0.0852, -1.3676, -3.3670], [0.2703, 0.2889, 4.0146], [1.2944, -0.4894, 3.5535], [2.4493, -0.0520, 4.1170], [1.0833, -1.7690, 3.9623], [1.2724, -0.4281, 1.9792], [1.3217, 0.6796, 1.3178], [1.0194, -1.5074, 1.3906]],
  "forces_ev_per_angstrom": [[0.01, 0.29, 0.91], [-1.08, 1.23, -0.83], [0.19, -0.86, -0.53], [0.28, 0.16, -0.08], [-0.14, 0.10, -1.20], [-0.87, -0.79, 1.85], [-0.13, 0.11, -0.22], [0.12, 0.27, 0.16], [0.34, 0.00, -0.06], [0.54, -0.49, -0.09], [-2.15, -1.80, 3.00], [-0.09, -0.80, 0.13], [-0.10, -0.37, -1.92], [0.33, -0.78, -0.82], [1.46, 0.41, -0.64], [-0.08, -0.29, 0.21], [0.92, 1.06, -0.65], [0.08, 1.57, -0.47], [-0.49, 0.22, 0.37], [-0.42, -0.12, 0.03], [0.15, -0.10, 0.28], [0.25, 0.25, 0.14], [1.01, -0.73, -0.26], [-0.19, 0.03, 0.43], [-0.99, -0.31, -0.66], [0.24, 1.49, -0.36], [-0.56, -0.31, -0.66], [0.55, -0.85, 1.15], [0.81, 1.38, 0.77]],
  "homo_energy_ev": -8.45,
  "e_lumo_ev": -0.664,
  "orbital_gap_ev": 7.79,
  "e_tot_ev": -96178.770
}



Entry 7:
{
  "formula": "C3H7NO2S2",
  "method": "ωB97M-V with the def2-TZVPD basis set",
  "elements": ["C", "C", "C", "N", "O", "O", "S", "S", "H", "H", "H", "H", "H", "H", "H"],
  "coordinates": [[-0.0793, 0.0199, 1.3606], [-0.4062, -1.1571, 0.4476], [0.9749, 1.4131, -0.1893], [-0.1190, 1.2924, 0.5226], [-1.7244, 0.2561, -1.9043], [1.7710, -1.7342, -1.1805], [-1.0030, -0.9394, -2.6148], [0.6165, -0.8382, -1.1757], [-1.0514, 0.1437, 1.9385], [0.8420, -0.0163, 2.0990], [-0.0530, -2.0062, 1.0214], [-1.4488, -1.2588, 0.2003], [0.7294, 2.1057, -0.9306], [1.9018, 1.1660, 0.2869], [-0.9504, 1.5534, 0.1183]],
  "forces_ev_per_angstrom": [[-2.84, 1.94, 1.49], [1.99, 0.64, -0.54], [-2.09, -0.53, -0.01], [3.70, -2.43, 3.51], [0.27, -0.46, -0.33], [0.49, -0.46, -0.19], [0.20, 0.82, 1.05], [-0.79, -0.21, 0.99], [1.54, -0.28, 0.22], [-1.81, 0.06, -1.96], [0.29, -0.66, -0.79], [-0.28, 0.31, -0.12], [1.19, 0.94, -1.79], [0.54, -0.05, -0.38], [-2.43, 0.37, -1.16]],
  "homo_energy_ev": [-7.10, -7.10],
  "relative_energy_ev": 5.171,
  "e_lumo_ev": [-0.667, -0.665],
  "orbital_gap_ev": [6.43, 6.44],
  "e_tot_ev": -30475.398
}



Entry 8:
{
  "formula": "C6H9N2O2",
  "method": "ωB97M-V with the def2-TZVPD basis set",
  "elements": ["C", "C", "O", "O", "H", "H", "H", "C", "C", "C", "C", "N", "N", "H", "H", "H", "H", "H", "H"],
  "coordinates": [[-0.3561, 1.1990, 2.1481], [-1.6435, 0.7391, 2.7589], [-2.0483, 1.2105, 3.8122], [-2.2151, -0.3872, 2.2391], [0.4462, 0.3591, 1.9874], [0.1829, 2.0616, 2.7388], [-0.2778, 1.7239, 1.0829], [1.8834, -0.9114, -2.9226], [0.7992, -0.7451, -1.7965], [-0.8302, 0.4785, -0.8360], [0.4412, -1.3627, -0.5675], [-0.0130, 0.3933, -1.8355], [-0.4767, -0.5460, 0.1057], [-1.5850, 1.2796, -0.7231], [2.7843, -1.4464, -2.6545], [2.3082, 0.0628, -3.1730], [-1.9218, -0.6923, 1.4109], [1.1587, -2.1074, 0.0363], [1.3634, -1.3091, -3.8117]],
  "forces_ev_per_angstrom": [[4.21, 2.41, -1.68], [0.28, -1.05, 0.61], [-0.09, -0.49, -1.34], [-1.66, 2.03, 3.53], [-1.93, 1.40, 0.55], [-1.45, -1.80, -0.25], [-1.08, -1.51, 2.15], [-1.59, 0.49, 0.93], [-0.71, 1.46, 1.28], [2.08, -3.23, 2.23], [1.94, 0.91, 0.98], [0.98, 0.24, -3.79], [-1.48, -0.59, -1.78], [0.60, -0.75, 0.21], [-0.18, -0.87, 0.23], [-0.54, 0.25, -0.05], [2.12, -0.26, -2.57], [-2.15, 1.42, -1.41], [0.65, -0.04, 0.18]],
  "homo_energy_ev": -3.67,
  "relative_energy_ev": 2.699,
  "e_lumo_ev": 3.847,
  "orbital_gap_ev": 7.52,
  "total_charge": -1,
  "e_tot_ev": -13443.065
}



What is the formula in the fourth record? C3H6NO2